Entry 1:
Formula: C22H36N4RuS2
Source: the OMol25 dataset
Level of theory: the ωB97M-V functional and the def2-TZVPD basis

Atoms and positions in Å:
H1 -4.13 -0.35 4.06
H2 -1.23 -5.36 -1.45
H3 3.64 3.08 -4.48
H4 -2.28 -0.69 5.70
H5 3.12 -2.07 -2.21
H6 -2.31 0.99 6.13
C1 -2.95 1.71 -1.14
H7 -1.43 -1.42 3.56
H8 -4.05 1.41 4.34
H9 2.36 -4.18 1.48
S1 1.48 0.57 -0.17
C2 5.04 2.19 -0.61
C3 -3.77 0.70 -0.31
H10 7.06 2.70 -0.20
H11 -4.56 0.31 5.62
C4 0.60 -4.26 -1.45
C5 6.11 2.60 0.32
C6 -0.45 -5.06 -2.14
H12 -4.20 3.39 -0.58
H13 -3.09 3.70 -1.89
C7 2.48 -2.68 -1.59
H14 -0.40 0.66 4.77
H15 -0.87 -4.54 -2.99
H16 5.04 2.04 -4.65
H17 5.96 2.82 -2.43
C8 2.91 1.20 -0.92
C9 -2.24 -0.83 0.94
H18 -4.67 0.43 -0.86
H19 -5.27 3.65 -2.86
H20 6.22 1.89 1.14
C10 5.10 2.36 -1.98
C11 4.04 1.91 -2.78
C12 -2.44 0.31 5.28
H21 -5.72 2.17 -2.07
H22 1.07 -3.05 -3.19
H23 -1.53 1.61 3.82
H24 3.78 -2.64 0.14
H25 3.39 1.36 -4.73
N1 2.97 1.32 -2.21
H26 -2.93 -1.12 -0.91
S2 -1.31 -2.30 0.78
H27 -2.82 0.64 2.21
C13 2.84 -2.98 -0.26
H28 -0.24 -0.41 2.70
H29 -4.51 2.13 -3.35
C14 -1.26 -0.42 3.14
C15 1.31 -3.25 -2.15
H30 5.88 3.57 0.77
H31 0.01 -5.98 -2.51
C16 0.99 -4.56 -0.14
H32 -2.07 2.00 -0.57
N2 -3.00 -0.51 -0.10
C17 -4.87 2.71 -2.50
N3 -2.21 -0.16 2.07
H33 -2.61 1.23 -2.06
N4 3.92 1.62 -0.10
H34 3.82 1.51 0.91
H35 0.48 -5.36 0.39
C18 -3.78 2.95 -1.48
C19 -1.36 0.63 4.25
H36 -4.07 1.14 0.64
C20 2.05 -3.89 0.48
C21 -3.86 0.43 4.79
C22 4.03 2.09 -4.24
Ru1 0.77 -1.68 -0.14

DFT total energy, hartree: -1969.1856
HOMO energy (alpha / beta), eV: -17.4 / -17.3
LUMO level (alpha / beta), eV: -11.89 / -11.40
Multiplicity: 2
⟨S²⟩: 0.766
Total charge: +3

=====

Entry 2:
Formula: C12H17ClFN3O4
Source: the OMol25 dataset
Level of theory: the ωB97M-V functional and the def2-TZVPD basis

Atoms and positions in Å:
H1 2.09 -2.89 -1.68
N1 -2.48 0.88 2.28
O1 -0.52 0.11 -3.17
C1 -0.44 -0.24 0.41
C2 -0.57 -0.67 1.86
C3 -1.78 -0.38 -0.38
O2 -2.21 0.63 -1.00
C4 1.08 1.20 -1.00
H2 -2.57 1.84 2.59
N2 -0.66 2.32 0.44
C5 1.14 -2.27 0.19
H3 -0.11 -1.54 -1.17
C6 1.54 -3.32 -0.84
H4 -1.07 -1.63 1.91
H5 -0.55 1.09 3.14
Cl1 -1.44 2.37 -4.00
H6 0.53 -2.76 0.93
H7 -1.47 -0.25 3.71
H8 -3.28 0.35 2.58
F1 2.37 -4.21 -0.21
H9 2.04 -1.93 0.69
O3 -2.22 -1.55 -0.36
C7 -0.40 1.28 -3.05
H10 2.02 1.64 -0.67
C8 0.61 2.00 -2.20
H11 0.45 -0.82 2.24
H12 0.63 -3.82 -1.18
C9 1.45 -0.28 -1.21
H13 0.15 2.91 -1.82
H14 1.46 -0.59 -2.25
C10 -0.24 3.16 1.21
H15 2.49 -0.41 -0.91
N3 0.47 -1.10 -0.44
C11 0.20 1.15 0.27
H16 0.96 1.17 1.07
H17 1.46 2.31 -2.79
C12 -1.24 0.33 2.81
O4 0.16 3.92 1.98

DFT total energy, hartree: -1492.7017
HOMO energy, eV: -8.4
LUMO level, eV: 0.01
Structure (SMILES): NCC[C@@]1(C(=O)[O-])[C@H](N=C=O)[C@H](CC(=O)Cl)C[N@H+]1CCF

=====

Entry 3:
Formula: C41H48AuN6OPS2
Source: the OMol25 dataset
Level of theory: the ωB97M-V functional and the def2-TZVPD basis

Atoms and positions in Å:
H1 -4.15 2.11 3.23
C1 -2.49 0.11 1.35
H2 0.65 -3.81 2.40
C2 0.65 -4.31 1.43
H3 -3.56 -3.56 0.15
C3 1.59 6.28 -1.76
H4 2.06 5.95 -2.69
H5 4.23 -1.53 -2.27
H6 -4.93 0.70 2.50
H7 -4.68 -1.47 -4.18
H8 2.02 5.76 1.64
H9 -1.11 -1.52 1.43
H10 -0.38 -4.48 1.11
C4 -4.43 -1.93 -3.24
C5 0.86 2.17 -0.12
C6 -1.43 -2.77 -1.20
C7 -5.45 -2.39 -2.41
H11 1.83 -7.21 0.31
C8 2.04 -4.24 -1.20
H12 -5.85 1.93 -0.14
C9 4.21 0.44 1.82
H13 3.50 1.35 -1.85
C10 3.77 -5.45 0.04
H14 4.31 5.64 0.30
H15 0.54 6.01 -1.80
S1 -7.13 -2.29 -2.95
H16 4.28 5.76 -1.47
H17 0.56 6.20 0.72
H18 7.96 0.85 0.80
H19 1.66 7.37 -1.73
C11 -9.33 -1.11 -1.82
C12 6.01 0.10 0.23
O1 -7.29 -1.13 -0.57
H20 2.53 -5.03 3.13
C13 -3.81 -3.09 -0.79
H21 0.55 -6.19 -0.36
C14 -4.05 2.09 1.05
H22 3.86 3.76 -1.81
H23 -5.00 0.40 0.02
C15 -0.33 1.48 0.42
Au1 1.69 -0.76 -0.11
H24 -1.61 3.17 0.27
H25 -2.31 -1.71 -3.51
H26 -9.40 -0.23 -2.45
C16 -0.34 -2.90 -0.68
C17 6.46 1.22 2.28
H27 4.12 -6.46 0.22
H28 2.99 -6.53 2.29
H29 0.29 4.11 0.53
C18 -3.99 3.60 0.87
H30 2.85 -3.73 -1.72
P1 1.27 -3.10 0.08
C19 3.00 3.35 -1.30
H31 4.78 1.46 3.60
C20 -4.86 1.47 -0.11
H32 -4.99 4.02 0.98
C21 -2.79 -2.64 -1.63
C22 2.11 4.18 -0.60
H33 -3.31 -0.49 1.71
C23 3.78 6.07 -0.55
N1 -0.20 0.17 0.71
N2 1.77 1.39 -0.73
N3 3.91 -0.70 -0.38
H34 -5.92 -3.36 -0.55
N4 3.60 -4.78 1.33
C24 -4.74 1.77 2.38
H35 -5.70 2.27 2.42
H36 -9.83 -1.93 -2.34
H37 3.87 7.15 -0.49
C25 1.51 -6.18 0.16
C26 -1.54 2.13 0.56
C27 2.63 -5.51 2.16
H38 -3.63 3.89 -0.12
H39 3.19 -2.94 2.22
C28 1.65 6.26 0.74
H40 3.17 0.33 2.10
N5 2.51 -5.51 -0.68
H41 1.91 7.31 0.82
H42 4.52 -4.91 -0.54
C29 -3.10 -2.06 -2.86
S2 6.28 -0.59 -1.33
C30 3.38 -3.42 1.26
H43 7.14 1.71 2.96
H44 4.07 -2.90 0.61
N6 1.35 -5.55 1.47
C31 1.02 3.54 -0.02
H45 -9.82 -0.92 -0.87
C32 -1.26 -0.48 1.19
C33 -2.67 1.45 1.00
H46 -4.37 1.65 -1.07
C34 4.64 -1.02 -1.41
H47 -3.36 4.08 1.63
C35 -5.13 -2.98 -1.19
H48 1.24 -4.43 -1.92
C36 5.11 1.07 2.65
C37 6.93 0.74 1.08
C38 4.67 -0.05 0.59
C39 2.80 1.99 -1.33
C40 -7.88 -1.42 -1.57
C41 2.29 5.69 -0.53

DFT total energy, hartree: -3267.7803
HOMO energy (alpha / beta), eV: -12.0 / -12.6
LUMO level (alpha / beta), eV: -5.12 / -7.05
Multiplicity: 3
Relative energy (zero: lowest compared OMol25 entry of this formula, charge and spin), kJ/mol: 20.8
⟨S²⟩: 2.008
Total charge: +2

=====

Entry 4:
Formula: C5H12N2O2
Source: the OMol25 dataset
Level of theory: the ωB97M-V functional and the def2-TZVPD basis

Atoms and positions in Å:
C1 0.52 0.29 0.38
H1 2.13 -2.34 1.01
H2 0.42 -2.86 -0.69
H3 -0.38 -1.55 -1.55
H4 -1.51 0.09 -0.44
H5 2.65 -1.75 -0.59
H6 -0.87 1.96 1.89
H7 -0.01 2.56 -0.49
N1 -0.78 1.97 -0.83
O1 -0.38 1.53 -2.13
C2 -1.54 1.29 1.36
H8 -1.75 0.44 2.00
C3 2.16 -1.47 0.34
H9 -2.47 1.81 1.14
C4 -0.09 -1.91 -0.56
N2 0.82 -0.99 0.09
C5 -0.88 0.82 0.07
H10 2.72 -0.67 0.82
O2 1.34 1.05 0.88
H11 -1.10 1.82 -2.72
H12 -0.98 -2.08 0.03

DFT total energy, hartree: -457.6581
HOMO energy, eV: -9.2
LUMO level, eV: 0.83
Relative energy (zero: lowest compared OMol25 entry of this formula, charge and spin), kJ/mol: 238.5
Structure (SMILES): C[C@@H](NO)C(=O)N(C)C

=====

Entry 5:
Formula: C3H9NO2
Source: the OMol25 dataset
Level of theory: the ωB97M-V functional and the def2-TZVPD basis

Atoms and positions in Å:
C1 -1.17 1.30 0.34
H1 -1.49 1.98 -0.43
C2 -1.21 -0.14 -0.11
H2 1.97 -1.28 0.57
H3 3.33 0.83 0.81
H4 1.96 -0.86 -1.06
H5 -1.76 1.46 1.25
H6 1.55 0.94 0.86
H7 -0.19 1.45 0.78
H8 -1.75 -1.79 0.90
C3 2.40 0.79 0.21
O1 -1.95 -0.88 0.72
H9 2.59 1.37 -0.68
O2 -0.84 -0.52 -1.19
N1 2.35 -0.63 -0.13

DFT total energy, hartree: -324.5872
HOMO energy (alpha / beta), eV: -14.5 / -14.5
LUMO level (alpha / beta), eV: -3.91 / -8.92
Multiplicity: 2
Relative energy (zero: lowest compared OMol25 entry of this formula, charge and spin), kJ/mol: 100.6
⟨S²⟩: 0.754
Total charge: +1